[1]
Density functional theory data (ωB97M-V/def2-TZVPD) for C11H14BEuN7O as an isolated structure at a distorted geometry.

Properties
HOMO energy (spin up / spin down): -14.37 / -15.08 eV
Energy above the lowest of the compared OMol25 structures with the same formula, charge and spin: 0.203 eV
<S²>: 15.7730
Net charge: +2
2S+1: 8
Orbital gap (spin up / spin down): 3.7 / 7.2 eV

The geometry in XYZ format:
```
35
C11H14BEuN7O ωB97M-V/def2-TZVPD
C 0.74 -2.78 2.47
N 0.32 -2.43 1.24
N -0.15 -3.58 0.61
C -0.09 -4.61 1.50
C 0.49 -4.13 2.68
B -0.55 -3.41 -0.89
N -1.62 -2.30 -1.14
N -1.39 -0.97 -0.87
C -2.53 -0.32 -1.23
C -3.46 -1.24 -1.74
C -2.84 -2.46 -1.68
Eu 1.10 -0.48 0.31
N 0.66 -2.99 -1.85
N 1.29 -1.73 -1.64
C 2.13 -1.53 -2.69
C 2.05 -2.64 -3.55
C 1.12 -3.50 -3.01
H 2.72 -0.64 -2.80
H 0.73 -4.44 -3.39
H 2.58 -2.78 -4.48
H -0.96 -4.47 -1.32
H -3.18 -3.46 -2.00
H -0.46 -5.59 1.26
H -4.48 -1.03 -2.10
H 0.70 -4.68 3.58
H -2.67 0.76 -1.11
H 1.17 -2.03 3.12
H 0.49 1.84 -3.70
C 0.06 2.77 -3.35
H -1.03 2.75 -3.17
H -0.97 4.05 2.14
H 0.66 3.30 -2.59
O 0.78 1.73 1.39
C -0.09 2.54 1.40
N -0.89 3.44 1.35
```

Atomic partial charges in e from the Mulliken method, atoms 1 to 5:
1. C 0.03
2. N -0.22
3. N 0.04
4. C -0.04
5. C -1.00

***

[2]
Density functional theory data (ωB97M-V/def2-TZVPD) for C13H17CaNS as an isolated structure at a distorted geometry.

Properties
HOMO energy: -5.74 eV
Energy above the lowest of the compared OMol25 structures with the same formula, charge and spin: 0.000 eV
Net charge: 0
Orbital gap: 5.6 eV

The geometry in XYZ format:
```
33
C13H17CaNS ωB97M-V/def2-TZVPD
C 1.42 1.38 -1.08
C -1.63 1.96 0.20
C 0.48 0.58 -1.89
H 2.42 1.77 -1.43
C -2.31 1.06 -0.58
H -2.06 2.19 1.19
H 0.86 -0.42 -2.16
H -3.10 0.45 -0.12
C -0.70 1.14 -2.65
H -0.74 0.75 -3.69
H -0.72 2.23 -2.82
C 0.84 2.69 -0.47
H 1.19 3.49 -1.15
H 1.40 2.81 0.47
C -0.66 2.96 -0.33
H -1.01 3.35 -1.28
H -0.71 3.82 0.35
C -2.12 0.80 -2.05
H -2.86 1.43 -2.59
H -2.38 -0.25 -2.28
Ca -0.59 -0.21 0.34
H 1.85 0.75 -0.29
S -1.63 -2.61 0.60
C -0.16 -2.79 1.47
C 0.11 -4.02 2.11
C 1.30 -4.20 2.79
C 2.23 -3.15 2.81
C 1.92 -1.95 2.18
N 0.74 -1.75 1.54
H -0.66 -4.77 2.03
H 1.48 -5.15 3.30
H 3.19 -3.26 3.31
H 2.62 -1.11 2.17
```

Atomic partial charges in e from the Mulliken method, atoms 1 to 5:
1. C -0.44
2. C -0.36
3. C -1.32
4. H 0.32
5. C -0.62

***

[3]
Density functional theory data (ωB97M-V/def2-TZVPD) for a 7-piece molecular cluster, C5H25NO6S overall at a distorted geometry.

Properties
SMILES: CN[C@H](C)CCS.O.O.O.O.O.O
HOMO energy: -8.70 eV
Energy above the lowest of the compared OMol25 structures with the same formula, charge and spin: 0.000 eV
Net charge: 0
Orbital gap: 9.0 eV

The geometry in XYZ format:
```
38
C5H25NO6S ωB97M-V/def2-TZVPD
C -2.42 2.89 -1.12
N -1.01 2.55 -0.97
C -0.66 1.36 -0.17
C -1.31 1.23 1.21
C 0.86 1.36 -0.04
C 1.67 1.00 -1.30
S 3.37 0.45 -0.82
H -3.07 2.75 -0.24
H -2.88 2.31 -1.93
H -2.43 3.96 -1.36
H -0.48 3.36 -0.69
H -1.07 0.54 -0.79
H -0.84 1.85 1.96
H -1.32 0.18 1.50
H -2.34 1.55 1.13
H 1.15 0.66 0.74
H 1.18 2.36 0.24
H 1.65 1.84 -1.98
H 1.28 0.12 -1.79
H 3.06 0.17 0.45
O 0.20 -3.11 1.83
H 1.06 -2.91 1.44
H -0.18 -3.71 1.16
O 0.29 -4.72 -0.63
H -0.43 -4.16 -0.97
H 1.07 -4.24 -0.93
O 0.01 1.19 -3.80
H -0.80 1.58 -4.14
H 0.47 0.83 -4.57
O -0.08 -1.64 4.06
H -0.81 -1.36 3.50
H 0.15 -2.51 3.70
O -0.10 -1.98 -1.16
H -0.90 -1.59 -0.77
H 0.24 -1.22 -1.66
O 1.76 -0.84 2.58
H 2.56 -0.86 3.12
H 1.10 -1.23 3.18
```

Atomic partial charges in e from the Mulliken method, atoms 1 to 5:
1. C -0.98
2. N -0.31
3. C 0.81
4. C -1.50
5. C -0.44

***

[4]
Density functional theory data (ωB97M-V/def2-TZVPD) for a 2-piece molecular cluster, C4H8O2 overall at a distorted geometry.

Properties
HOMO energy: -10.56 eV
Energy above the lowest of the compared OMol25 structures with the same formula, charge and spin: 3.084 eV
Net charge: 0
Orbital gap: 11.5 eV

The geometry in XYZ format:
```
14
C4H8O2 ωB97M-V/def2-TZVPD
C -1.33 0.55 -0.72
C -0.82 0.31 0.75
C 0.42 -0.51 0.92
O 1.60 0.12 0.48
C 2.02 -0.15 -0.75
O 1.68 -1.07 -1.45
H -2.25 0.00 -0.74
H -1.63 1.63 -0.67
H -0.93 -0.22 -1.92
H -1.55 -0.35 1.22
H -0.88 1.21 1.40
H 0.63 -0.68 1.95
H 0.28 -1.47 0.42
H 2.77 0.64 -0.89
```

Atomic partial charges in e from the Mulliken method, atoms 1 to 5:
1. C -0.86
2. C -0.43
3. C -0.56
4. O -0.30
5. C 0.18

***

[5]
Density functional theory data (ωB97M-V/def2-TZVPD) for C3H3BF4IN2Tl as an isolated structure at a distorted geometry.

Properties
HOMO energy: -9.37 eV
Net charge: 0
Orbital gap: 9.0 eV

The geometry in XYZ format:
```
15
C3H3BF4IN2Tl ωB97M-V/def2-TZVPD
Tl 1.98 6.12 5.34
I 2.18 7.85 11.53
C 2.12 6.50 10.00
C 1.94 5.13 10.02
N 2.17 4.74 8.71
N 2.28 5.80 7.91
C 2.23 6.87 8.68
H 2.03 4.28 10.63
H 1.92 3.86 8.39
H 2.25 7.88 8.29
F 2.60 8.52 5.05
B 1.88 9.51 5.81
F 1.22 8.28 6.54
F 2.09 10.17 6.91
F 1.45 10.27 4.70
```

Atomic partial charges in e from the Mulliken method, atoms 1 to 5:
1. Tl 0.80
2. I 0.16
3. C -0.52
4. C -0.19
5. N -0.06

***

[6]
Density functional theory data (ωB97M-V/def2-TZVPD) for an isolated ion of composition C9H6FN2O2 and charge +1 at a distorted geometry.

Properties
SMILES: [O-]/C=C/OC#[N+]/C=C(/F)C1=C=[NH+]C=C1
HOMO energy (spin up / spin down): -12.46 / -12.00 eV
Energy above the lowest of the compared OMol25 structures with the same formula, charge and spin: 1.725 eV
Net charge: +1
Orbital gap (spin up / spin down): 6.7 / 5.7 eV

The geometry in XYZ format:
```
20
C9H6FN2O2 ωB97M-V/def2-TZVPD
O -5.84 1.22 0.12
C -5.16 0.24 -0.08
C -3.73 0.27 0.06
O -3.02 -0.84 -0.13
C -1.84 -1.13 0.05
N -0.68 -1.36 -0.08
C 0.46 -2.00 0.00
C 1.73 -1.44 0.05
F 2.69 -2.36 0.07
C 2.18 -0.12 0.06
C 1.42 1.10 0.09
N 2.26 2.10 0.05
C 3.58 1.64 -0.03
C 3.56 0.29 -0.02
H -5.59 -0.73 -0.37
H -3.21 1.18 0.33
H 0.41 -3.08 -0.05
H 2.02 3.08 0.07
H 4.40 2.33 -0.10
H 4.38 -0.39 -0.08
```

Atomic partial charges in e from the Mulliken method, atoms 1 to 5:
1. O -0.40
2. C -0.21
3. C 0.10
4. O -0.24
5. C 0.55

***

[7]
Density functional theory data (ωB97M-V/def2-TZVPD) for C12H14MnN6O9S as an isolated structure.

Properties
HOMO energy (spin up / spin down): -12.81 / -12.99 eV
Energy above the lowest of the compared OMol25 structures with the same formula, charge and spin: 0.250 eV
<S²>: 6.0608
Net charge: +1
2S+1: 5
Orbital gap (spin up / spin down): 7.8 / 7.8 eV

The geometry in XYZ format:
```
43
C12H14MnN6O9S ωB97M-V/def2-TZVPD
Mn 0.79 0.68 -0.17
N 1.42 -1.55 0.06
C 0.27 -2.36 -0.41
C -0.75 -1.49 -1.12
O -1.57 -1.93 -1.87
O -0.66 -0.20 -0.80
H 2.26 -1.78 -0.46
H 1.62 -1.74 1.03
H -0.24 -2.81 0.44
H 0.57 -3.15 -1.08
S 1.23 1.50 -2.35
C -0.27 1.13 -3.18
N -1.32 1.92 -3.03
C -2.59 1.72 -3.75
C -2.77 0.25 -4.06
C -1.53 -0.29 -4.76
N -0.33 0.10 -4.00
H -1.22 2.69 -2.40
H -2.59 2.33 -4.65
H -3.39 2.08 -3.10
H -3.63 0.12 -4.71
H -2.93 -0.31 -3.14
H -1.44 0.08 -5.78
H -1.56 -1.38 -4.79
H 0.52 -0.44 -4.09
O 1.23 3.92 6.92
N 1.99 3.83 5.97
O 3.10 4.31 5.90
C 1.50 3.08 4.80
C 2.30 2.93 3.73
C 1.81 2.23 2.62
C 0.50 1.66 2.57
O 0.04 1.05 1.54
C -0.27 1.85 3.75
C 0.21 2.55 4.82
N -1.64 1.30 3.90
O -2.03 0.49 3.09
O -2.32 1.77 4.79
N 2.71 2.11 1.52
O 3.82 2.52 1.57
O 2.34 1.54 0.44
H 3.30 3.35 3.73
H -0.41 2.68 5.69
```

Atomic partial charges in e from the Mulliken method, atoms 1 to 5:
1. Mn 0.94
2. N -0.48
3. C -0.44
4. C 0.60
5. O -0.59

***

[8]
Density functional theory data (ωB97M-V/def2-TZVPD) for C29H30N11Ru as an isolated structure at a distorted geometry.

Properties
HOMO energy (spin up / spin down): -15.73 / -15.73 eV
Energy above the lowest of the compared OMol25 structures with the same formula, charge and spin: 0.000 eV
Net charge: +3
Orbital gap (spin up / spin down): 5.3 / 5.3 eV

The geometry in XYZ format:
```
71
C29H30N11Ru ωB97M-V/def2-TZVPD
Ru -0.52 0.27 -0.04
C -0.61 -2.58 -1.18
N -1.11 -1.96 0.07
C -2.58 -2.12 0.14
C -3.18 -0.95 -0.54
N -2.43 0.09 -0.79
C -3.27 1.08 -1.33
C -3.00 2.38 -1.74
C -4.07 3.12 -2.23
C -5.36 2.57 -2.31
C -5.63 1.28 -1.91
C -4.55 0.55 -1.42
N -4.46 -0.75 -0.90
C 0.71 -1.91 -1.53
N 0.42 -0.48 -1.62
C 0.84 -0.05 -2.77
C 0.84 1.29 -3.30
C 1.34 1.45 -4.53
C 1.85 0.33 -5.31
C 1.86 -0.96 -4.87
C 1.35 -1.17 -3.57
N 1.21 -2.26 -2.86
H -0.45 -3.66 -1.07
H -1.32 -2.40 -1.98
H -0.67 -2.39 0.87
H -2.91 -3.06 -0.31
H -2.89 -2.15 1.19
H -2.01 2.80 -1.69
H -3.91 4.13 -2.55
H -6.16 3.18 -2.70
H -6.63 0.86 -1.98
H -5.21 -1.42 -0.83
H 0.45 2.11 -2.72
H 1.37 2.44 -4.97
H 2.24 0.54 -6.30
H 2.22 -1.77 -5.48
H 1.53 -3.18 -3.12
C -1.35 4.01 3.89
N -1.78 2.77 3.22
C -3.14 2.28 3.43
C -1.01 2.16 2.31
N -1.38 1.11 1.62
N 0.26 2.69 2.14
C 1.33 2.15 1.47
N 2.50 2.76 1.70
N 1.20 1.14 0.64
H -2.15 4.34 4.54
H -1.17 4.82 3.17
H -0.47 3.85 4.51
H -3.61 2.88 4.21
H -3.13 1.25 3.77
H -3.74 2.37 2.52
H -2.30 0.79 1.89
H 0.46 3.52 2.68
H 2.61 3.47 2.40
H 3.34 2.43 1.25
H 2.09 0.86 0.24
N 7.70 -4.58 4.23
C 6.84 -4.22 3.56
C 5.76 -3.77 2.72
C 6.03 -2.93 1.64
C 5.00 -2.51 0.83
C 3.69 -2.92 1.09
C 3.42 -3.75 2.18
C 4.45 -4.17 2.99
C 2.63 -2.52 0.21
C 1.73 -2.19 -0.53
H 7.05 -2.63 1.44
H 5.20 -1.86 -0.02
H 2.41 -4.06 2.39
H 4.26 -4.82 3.84
```

Atomic partial charges in e from the Mulliken method, atoms 1 to 5:
1. Ru 0.26
2. C -1.18
3. N -0.21
4. C -1.23
5. C 0.25

***

- Which of these has the highest net charge?
  C29H30N11Ru

***

- What is the formula in the seventh record?
  C12H14MnN6O9S

***

- What is the net charge in the second record?
  0

***

- What is the formula in the fifth record?
  C3H3BF4IN2Tl